Model a:
A 2-piece molecular cluster, C7H14N2S overall, computed with ωB97M-V with the def2-TZVPD basis set.

```
! RIJCOSX wB97M-V def2-TZVPD def2/J DEFGRID3
* xyz 0 1
C -0.484 0.891 -3.201
C 1.917 -0.384 -3.618
S 0.359 -0.664 -2.748
H 0.101 1.688 -2.743
H -0.572 1.018 -4.279
H -1.449 0.811 -2.722
H 2.536 -1.270 -3.740
H 2.494 0.379 -3.088
H 1.683 0.031 -4.602
C 0.816 0.324 1.442
C 1.516 -0.983 1.823
C -0.596 0.325 1.925
C -1.655 -0.399 1.471
C -2.199 0.618 3.331
N -0.958 0.944 3.105
N -2.673 -0.200 2.375
H 1.400 1.101 1.913
H 0.789 0.494 0.372
H 1.668 -1.018 2.898
H -1.802 -1.122 0.682
H -2.795 0.972 4.150
H -3.580 -0.646 2.373
H 2.511 -1.034 1.366
H 0.973 -1.877 1.515
*
```

## Properties
Kohn-Sham gap: 9.31 eV
SMILES string: CCc1c[nH]cn1.CSC
HOMO: -8.49 eV

Löwdin population analysis, charges in e, atoms 1 to 2: -0.41, -0.44

Model b:
One molecule with the formula C7H14N2S, computed with ωB97M-V with the def2-TZVPD basis set.

```
! RIJCOSX wB97M-V def2-TZVPD def2/J DEFGRID3
* xyz 0 1
C -0.365 0.250 1.846
C -0.048 0.144 0.558
C -1.007 2.430 0.628
C 2.182 -0.357 -0.153
C 0.276 -0.835 -1.752
C 0.435 -2.204 0.502
C 0.776 -0.865 -0.291
N -0.891 1.446 -0.330
N -2.178 0.935 -0.728
S -1.174 1.705 2.330
H -0.142 -0.539 2.582
H -0.138 3.193 0.802
H -1.814 3.073 0.252
H 2.783 -0.773 0.778
H 2.748 -0.592 -0.969
H 2.205 0.622 0.015
H 0.822 -1.584 -2.209
H 0.432 0.149 -2.054
H -0.692 -1.029 -2.010
H 0.941 -2.918 -0.012
H -0.570 -2.325 0.371
H 0.845 -2.048 1.404
H -2.872 0.635 -0.103
H -2.554 1.487 -1.458
*
```

## Properties
Kohn-Sham gap: 8.78 eV
SMILES string: CC(C)(C)C1=CSCN1N
HOMO: -7.93 eV

Löwdin population analysis, charges in e, atoms 1 to 2: -0.44, -0.14

Pick the most stable structure from those above. Pick: model a